# 1
# C18H20N7O2PPd

C18H20N7O2PPd as an isolated structure (ωB97M-V/def2-TZVPD, OMol25).

Each line ends with the Mulliken spin population.
Element x y z (Å)
Pd 0.9775 0.7356 -0.5704  1.153
P -0.0287 -0.2402 1.4206  0.274
O 0.7319 -0.1442 -3.1731  0.011
O 0.1381 1.3777 -4.5886  0.004
N 0.4616 3.8496 -3.7776  0.003
N 1.2309 3.9113 -1.5949  0.000
N 0.6509 1.9083 -2.4567  0.055
N 0.4815 1.0149 -3.4807  -0.008
N 1.7614 3.2418 -0.4815  0.034
N 2.3646 -0.8567 -0.1667  0.140
N 0.7779 -1.7283 1.2823  0.034
C -1.0788 0.1233 3.9903  0.007
C 3.7913 -3.2087 -0.1832  -0.010
C -1.1803 -0.1967 -0.0167  0.011
C -2.2072 -1.1376 -1.9827  -0.022
C 0.7680 3.2209 -2.6606  0.003
C 3.4957 -0.9575 -0.8837  -0.010
C -3.0754 0.9054 -1.0245  -0.005
C -2.1000 0.8706 -0.0500  0.032
C -1.9207 -0.2105 5.0412  0.001
C -1.1426 -0.6017 2.8056  0.080
C 2.6370 -3.1066 0.5610  0.022
C -1.2264 -1.1914 -1.0053  0.094
C -3.1263 -0.0970 -1.9935  0.065
C 4.2391 -2.1114 -0.9182  0.018
C 1.9375 -1.8985 0.5547  -0.006
C -2.0541 -1.6507 2.6561  0.015
C -2.8812 -1.9773 3.7157  0.007
C -2.8158 -1.2608 4.9059  -0.001
H 3.8011 -0.0751 -1.4301  0.001
H 0.5589 -2.4497 1.9543  0.001
H 4.3443 -4.1380 -0.1974  0.000
H -3.8081 1.7013 -1.0264  0.000
H -2.2486 -1.9091 -2.7397  0.000
H 5.1492 -2.1566 -1.4973  0.001
H -0.3746 0.9390 4.0984  0.003
H 2.7715 3.3375 -0.4802  -0.003
H -3.5861 -2.7908 3.6070  0.001
H 1.3327 4.9127 -1.6526  0.001
H -0.5212 -2.0122 -0.9903  0.000
H -2.1277 -2.1956 1.7219  0.001
H 2.2664 -3.9378 1.1456  0.000
H -3.8911 -0.0659 -2.7582  0.001
H -1.8708 0.3490 5.9653  0.000
H 1.4013 3.6667 0.3634  -0.004
H -3.4707 -1.5211 5.7262  0.000
H 0.6162 4.8365 -3.9085  0.000
H 0.1294 3.3022 -4.5580  -0.001
H -2.0794 1.6230 0.7316  0.000

Results
2S+1	3
E_HOMO (spin up / spin down)	-14.47 / -14.78	eV
HOMO-LUMO gap (spin up / spin down)	8.93 / 6.30	eV
<S²>	2.01
total charge	+2

# 2
# C18H21AsClMnN3O7S

C18H21AsClMnN3O7S as an isolated structure (ωB97M-V/def2-TZVPD, OMol25).

Each line ends with the Mulliken spin population.
Element x y z (Å)
As 2.6216 -0.8429 1.0808  -0.002
Mn -0.7185 -1.2645 -0.0259  1.150
Cl -1.6440 4.5551 1.1308  0.000
S -4.1217 -1.0004 -0.1430  -0.064
O -0.5502 -0.8243 -1.8791  0.015
O 1.3499 -1.2334 0.0990  -0.005
O -1.1421 1.8776 4.8992  0.000
O 0.1629 -0.8844 -3.9703  -0.003
O -0.7134 -1.4609 1.9990  -0.009
O -1.3429 3.9208 4.0695  0.000
O -0.9111 -0.5058 4.0039  -0.001
N -0.3670 -3.3258 -0.4835  -0.017
N -1.1193 0.7963 0.7299  0.013
N -1.3431 2.0450 0.3017  -0.008
C -1.2571 2.7316 3.8990  0.000
C -1.0811 0.8429 2.0568  -0.006
C 3.9634 0.0236 0.0087  0.000
C -1.4265 2.8896 1.3545  -0.005
C -1.2649 2.1583 2.5241  0.000
C 3.4004 -2.4529 1.7902  0.000
C -1.5084 2.3344 -1.0819  0.006
C -2.6845 2.9346 -1.5135  -0.002
C -0.2569 -1.4370 -2.9679  0.001
C 0.3284 -3.5807 -1.7537  0.005
C -0.9036 -0.4730 2.7670  -0.004
C -2.8489 3.1764 -2.8654  0.000
C -0.5100 1.9687 -1.9650  -0.002
C 2.2984 0.3143 2.5793  0.000
C -2.6421 -1.4185 -0.0679  -0.067
C -1.8610 2.7993 -3.7668  0.000
C -0.4388 -2.9638 -2.9222  0.002
C -0.7012 2.1887 -3.3210  -0.002
H -2.0049 2.9733 -4.8229  0.000
H 3.5648 -3.1519 0.9692  0.000
H 1.6233 -0.1555 3.2896  0.000
H -1.2505 -3.8264 -0.4612  0.004
H 4.2159 -0.6255 -0.8299  0.000
H 1.8674 1.2537 2.2306  0.000
H 0.1905 -3.6609 0.2971  0.001
H 0.3870 1.4774 -1.6107  0.001
H 2.7103 -2.8894 2.5127  0.000
H 4.3474 -2.2294 2.2792  0.000
H -1.5037 -3.1842 -2.8025  -0.002
H -1.0758 0.9245 4.5907  0.000
H 4.8523 0.2322 0.6015  0.000
H -3.7585 3.6441 -3.2165  0.000
H 3.2562 0.5137 3.0570  0.000
H 3.5496 0.9561 -0.3778  0.000
H -3.4591 3.1936 -0.8068  -0.001
H -0.1089 -3.3940 -3.8668  0.000
H 0.0519 1.8469 -4.0138  0.000
H 0.4596 -4.6599 -1.9127  0.000
H 1.3188 -3.1271 -1.6726  0.000

Results
2S+1	2
E_HOMO (spin up / spin down)	-8.62 / -7.86	eV
HOMO-LUMO gap (spin up / spin down)	8.35 / 7.60	eV
<S²>	0.79

# 3
# C18H21AsCoN2O6S4

C18H21AsCoN2O6S4 as an isolated structure (ωB97M-V/def2-TZVPD, OMol25).

Each line ends with the Löwdin charge.
Element x y z (Å)
As 2.3122 1.1978 0.9321  0.947
Co -0.4681 0.2899 -0.0206  0.134
S -2.0485 -1.7440 -0.0723  0.997
S 0.6354 -0.8856 -1.6456  1.039
S -1.8930 1.2402 -1.5142  1.015
S 0.9439 -1.7891 1.9831  0.516
O 2.1071 1.7838 2.4065  -0.397
O 0.1721 -2.9448 1.6091  -0.325
O 3.4929 2.1406 0.0274  -0.231
O 0.2543 -0.4931 1.5738  -0.458
O 1.3484 -1.6345 3.3406  -0.223
O 0.9772 1.4358 -0.1510  -0.517
N -2.7927 5.2492 4.8420  0.205
N -1.1155 1.6874 1.2332  -0.040
C -3.3434 -1.1881 -1.2429  -0.437
C -3.4495 0.3319 -1.2765  -0.438
C -1.9797 3.5255 3.1079  -0.183
C -0.3650 -2.2925 -2.2463  -0.404
C -1.0990 -2.9176 -1.0747  -0.454
C 4.0116 -3.0724 -0.2792  -0.046
C 3.0044 -0.6011 0.5518  -0.252
C -2.2988 2.1780 3.2457  0.039
C 2.3876 -1.7882 0.9335  -0.305
C -0.8090 2.9810 1.0970  -0.089
C 4.1411 -0.6710 -0.2418  -0.077
C -1.2241 3.9273 2.0138  0.043
C 4.6433 -1.8989 -0.6549  -0.049
C -1.8435 1.2958 2.2904  -0.064
C 2.8753 -3.0135 0.5187  -0.052
C 0.2750 0.3453 -2.9509  -0.421
C -1.2019 0.6804 -3.1111  -0.411
C -2.4245 4.4804 4.0747  -0.150
H -0.2005 3.2368 0.2470  0.118
H 2.3685 -3.9156 0.8346  0.122
H 5.5313 -1.9288 -1.2713  0.115
H -1.3292 1.4808 -3.8383  0.098
H 3.7422 2.9173 0.5441  0.062
H -1.7704 -3.7214 -1.3754  0.106
H 0.6770 -0.0346 -3.8911  0.104
H -0.3853 -3.3422 -0.3679  0.059
H 4.6342 0.2403 -0.5511  0.103
H -2.8701 1.8186 4.0885  0.137
H -4.2998 -1.6000 -0.9223  0.094
H 0.3246 -3.0108 -2.6893  0.102
H -3.8230 0.7168 -0.3256  0.088
H -2.0206 0.2336 2.3820  0.120
H 4.4007 -4.0314 -0.5920  0.115
H -1.0548 -1.9792 -3.0263  0.070
H 0.8578 1.2227 -2.6722  0.087
H -3.1439 -1.5874 -2.2376  0.081
H -1.7694 -0.1773 -3.4676  0.073
H -4.1480 0.6641 -2.0461  0.101
H -0.9468 4.9619 1.8785  0.137

Results
E_HOMO (spin up / spin down)	-12.32 / -12.32	eV
HOMO-LUMO gap (spin up / spin down)	7.94 / 7.94	eV
total charge	+1

# 4
# C18H21AsF9N3NiO

C18H21AsF9N3NiO as an isolated structure (ωB97M-V/def2-TZVPD, OMol25).

Each line ends with the Mulliken spin population.
Element x y z (Å)
As 1.5348 1.6317 -1.5264  0.067
Ni 0.5110 -0.3298 -0.1582  1.720
F 3.0259 -1.1195 -1.4471  0.001
F -2.1485 -0.1453 2.3064  0.000
F 2.3195 -2.6024 -0.0337  0.005
F -2.8990 1.3334 0.9320  -0.001
F -2.9066 1.7307 3.0602  0.000
F 0.3970 3.7884 1.5747  0.000
F -1.4548 3.9619 2.6740  0.000
F -1.4911 3.5728 0.5507  0.000
F 3.2454 -0.7735 0.6786  0.001
O -0.1090 1.1904 0.9014  0.003
N -0.7653 -1.2146 -1.6278  0.021
N -0.1012 -1.8260 1.1587  0.061
N -1.4782 -3.0492 -0.3008  0.004
C 0.3192 -2.6237 3.3730  0.002
C -0.7559 1.7530 1.9554  0.006
C -1.1801 -3.8056 1.9353  0.003
C 0.5146 -1.7316 2.3481  0.000
C -2.2689 -2.8555 -2.5154  0.001
C 0.4791 3.2203 -1.9120  0.016
C -1.6157 -1.0092 -3.8707  0.002
C 2.3892 1.4094 -3.2617  0.008
C -0.8983 -2.8540 0.9457  -0.007
C -1.4750 -2.3303 -1.4778  -0.002
C -0.8626 -0.5757 -2.8117  0.008
C -0.8448 3.2765 1.6872  -0.002
C 2.3411 -1.2400 -0.2543  0.077
C 2.9857 2.3836 -0.4922  0.000
C -2.1901 1.1801 2.0584  -0.002
C -0.0426 1.5602 3.2994  0.004
C -2.3336 -2.1956 -3.7113  -0.001
C -0.5663 -3.6781 3.1557  -0.003
H -0.2887 0.3385 -2.8801  0.005
H -0.7626 -4.4012 3.9361  0.000
H 2.9966 0.5084 -3.2558  -0.001
H -0.1856 0.5433 3.6577  0.000
H 1.6219 1.3229 -4.0330  0.000
H -1.8579 -4.6238 1.7343  0.001
H 0.3380 3.7902 -0.9984  -0.002
H 1.0194 1.7347 3.1327  -0.001
H 3.3516 3.2950 -0.9665  0.002
H 3.7833 1.6455 -0.4228  -0.001
H -2.8205 -3.7722 -2.3570  0.000
H -1.6397 -0.4378 -4.7860  0.000
H 3.0097 2.2773 -3.4887  0.003
H -0.5036 2.9352 -2.2857  0.000
H 0.9944 3.8333 -2.6521  0.002
H -0.4018 2.2397 4.0716  0.001
H 2.6180 2.6018 0.5086  0.001
H -2.0499 -3.8765 -0.3431  0.001
H 1.1960 -0.8979 2.4449  -0.002
H -2.9376 -2.5893 -4.5178  0.000
H 0.8439 -2.5001 4.3070  0.000

Results
2S+1	3
E_HOMO (spin up / spin down)	-7.61 / -8.69	eV
HOMO-LUMO gap (spin up / spin down)	7.73 / 8.80	eV
<S²>	2.01

How do the records compare in ΔE to the lowest compared entry with this formula, charge and spin? In the order shown, they have 21.5; 5.7; 19.9; 0.0 kcal/mol.